1.
The following is a DFT calculation (ωB97M-V/def2-TZVPD) of C22H50LuN3P3Se as an isolated structure.

## Properties
Relative energy (zero: lowest compared OMol25 entry of this formula, charge and spin) in kcal per mole: 2.10

```
! RIJCOSX wB97M-V def2-TZVPD def2/J DEFGRID3
* xyz 3 1
Lu -0.41134 -0.08876 -0.27086
P -3.16829 -0.21394 -0.67741
P -0.01817 -3.16684 0.21162
P -0.61706 2.85851 -0.08790
H 4.69545 -1.00040 -1.40971
C 4.55021 -0.04914 -0.88935
C 4.53797 0.03100 0.45696
H 4.65245 -0.85654 1.09007
C -3.68271 -0.32160 -2.43536
C -4.12606 -1.60762 0.03578
C -4.22119 1.19050 -0.12657
C 1.72671 -3.60014 0.10929
C -0.92811 -4.18645 1.38254
C -0.65371 -3.25712 -1.47870
C 1.16725 3.33019 -0.08326
C -1.15151 3.81897 1.38598
C -1.20263 4.04000 -1.37246
H 4.44751 0.84939 -1.50495
H 4.49430 1.00282 0.96285
H -4.76936 -0.47079 -2.48193
H -3.17672 -1.16460 -2.92053
H -3.40285 0.59393 -2.97119
H -5.14361 -1.59554 -0.38340
H -4.19616 -1.52672 1.12905
H -3.65438 -2.56960 -0.21020
H -5.25322 1.01862 -0.46880
H -3.85463 2.13440 -0.55395
H -4.22799 1.28208 0.96792
H 1.88650 -4.41358 -0.61105
H 2.12043 -3.92753 1.07678
H 2.31182 -2.73531 -0.23956
H -0.89667 -5.24626 1.09468
H -1.98341 -3.88120 1.44739
H -0.50499 -4.10586 2.39684
H -0.38318 -4.25217 -1.87017
H -0.19610 -2.50077 -2.14351
H -1.74891 -3.16438 -1.52197
H 1.26677 4.31640 -0.55775
H 1.76826 2.60041 -0.64147
H 1.53061 3.37956 0.95184
H -1.04299 4.89192 1.17266
H -0.54573 3.56509 2.26325
H -2.20285 3.60989 1.61863
H -0.84151 5.04265 -1.10115
H -2.29867 4.05609 -1.40346
H -0.82932 3.75818 -2.36656
C 0.91824 0.43941 -4.09614
C 2.27025 0.12233 -3.82572
C 3.14419 -0.16687 -4.87908
C 2.68365 -0.18782 -6.20798
C 1.33156 0.08362 -6.47452
C 0.45242 0.38426 -5.43294
Se -0.28937 1.05823 -2.75379
H -0.04830 -1.84992 0.85556
H 2.62657 0.13779 -2.79280
H 4.19749 -0.37748 -4.67436
H 3.37471 -0.40884 -7.02646
H 0.96379 0.06077 -7.50272
H -0.59764 0.60679 -5.63825
C 2.93440 0.25669 3.36562
N 1.53229 0.13580 3.77259
C 1.33290 -0.44727 5.09916
C 0.56913 0.17054 2.82650
N 0.89824 0.19006 1.51011
N -0.74914 0.16418 3.14763
C -1.26256 0.54577 4.45695
C -1.70636 0.10890 2.03918
H 3.53605 0.32440 4.27872
H 3.09665 1.16807 2.77440
H 3.27746 -0.61616 2.78670
H 1.01303 0.31075 5.82732
H 0.61443 -1.27787 5.08201
H 2.30133 -0.83877 5.43030
H 1.90866 0.21710 1.37444
H -2.27954 0.92861 4.32241
H -1.31387 -0.32043 5.13292
H -0.66105 1.34384 4.91426
H -1.56711 1.00349 1.36920
H -1.60331 -0.87919 1.52120
H -2.72139 0.14142 2.44665
*
```

2.
The following is a DFT calculation (ωB97M-V/def2-TZVPD) of C26H63CaF6N3O19P4S2 as an isolated structure.

## Properties
Relative energy (zero: lowest compared OMol25 entry of this formula, charge and spin) in kcal per mole: 83.65

```
! RIJCOSX wB97M-V def2-TZVPD def2/J DEFGRID3
* xyz 0 1
Ca -0.28874 0.03469 0.05882
C -3.58985 0.58761 -3.55869
F -3.38645 0.56456 -4.89786
F -3.52457 1.79585 -3.04992
F -4.81206 0.03788 -3.24375
S -2.16437 -0.56077 -2.68745
O -0.86009 -0.31342 -3.34726
O -2.12344 -0.21739 -1.23043
O -2.58969 -1.95245 -2.78445
C 2.61607 1.65648 3.67558
F 1.49532 1.58548 4.40423
F 2.66366 2.75965 2.88079
F 3.69319 1.66187 4.50684
S 2.63862 0.14551 2.53590
O 2.28223 -1.06003 3.26093
O 1.65818 0.36712 1.39265
O 3.96078 0.09546 2.01098
O 0.68623 -1.74103 -0.91629
P 1.31025 -3.01649 -1.42715
N 1.85655 -2.94171 -3.04291
C 2.24259 -1.65846 -3.73452
C 2.57848 -4.09270 -3.54216
N 0.30575 -4.49362 -1.36032
C 0.88268 -5.81772 -1.28113
C -1.07920 -4.50995 -1.78672
N 2.62797 -3.27381 -0.38377
C 2.33199 -3.72896 1.04473
C 3.93689 -2.59953 -0.57933
H 3.20355 -1.73434 -4.24332
H 2.22068 -0.81066 -3.04979
H 1.61675 -1.44479 -4.60098
H 3.37505 -4.41265 -2.87045
H 3.04004 -3.91786 -4.51401
H 1.97977 -4.99549 -3.66303
H 1.96001 -5.72523 -1.14365
H 0.47743 -6.57556 -0.61064
H 0.66183 -6.26638 -2.24964
H -1.54948 -3.57218 -1.49089
H -1.18919 -4.65621 -2.86125
H -1.54800 -5.42023 -1.41293
H 2.15828 -2.82975 1.63579
H 1.44623 -4.36330 1.07835
H 3.16618 -4.31007 1.43784
H 3.78741 -1.52687 -0.70244
H 4.57861 -3.09266 -1.30949
H 4.36523 -2.52845 0.42046
C 3.39409 5.61553 0.29103
C 2.33487 5.35901 -0.75927
O 1.64400 4.18068 -0.32993
P 1.71666 2.94232 -1.38630
O 0.82154 1.82630 -1.05328
O 1.38279 3.72879 -2.81440
C 0.66294 3.03096 -3.82597
C 1.65319 2.34642 -4.76912
O 3.33024 2.60655 -1.66116
C 3.97687 1.60522 -0.81716
C 5.13473 1.14976 -1.72467
H 2.97732 5.64303 1.29783
H 3.97189 4.69293 0.34644
H 3.96322 6.54271 0.22372
H 1.60138 6.16382 -0.71049
H 2.76377 5.43975 -1.75808
H 0.02779 2.32131 -3.29578
H 0.13006 3.85259 -4.30456
H 2.16643 1.54380 -4.23949
H 1.17556 1.83827 -5.60683
H 2.33522 3.16695 -4.99197
H 4.26336 1.91416 0.18812
H 3.29107 0.76826 -0.68572
H 5.48267 0.19584 -1.32834
H 4.89400 1.21290 -2.78587
H 5.90160 1.91787 -1.62449
C -1.68272 6.07658 -1.01182
C -2.18600 4.80195 -1.71186
O -1.69408 3.56763 -1.11448
P -2.18135 3.00142 0.34020
O -1.60254 1.67134 0.68695
O -3.74832 3.03628 0.28163
C -4.59549 2.38221 1.26448
C -4.91207 0.97678 0.66345
O -1.83349 4.22536 1.42198
C -0.54861 4.47462 1.91602
C -0.57149 4.21155 3.34688
H -0.71381 6.07733 -0.51249
H -1.77710 6.90010 -1.71965
H -2.26991 6.40565 -0.15449
H -3.24734 4.87155 -1.95022
H -1.67433 4.86652 -2.67213
H -4.15545 2.31315 2.25931
H -5.57571 2.85422 1.33139
H -5.77249 0.47396 1.10499
H -5.13278 1.21112 -0.37793
H -4.07674 0.28074 0.58704
H 0.13276 3.74595 1.47683
H -0.28675 5.52855 1.82250
H 0.42825 4.10605 3.76818
H -1.04187 4.95797 3.98694
H -0.97537 3.22774 3.58584
C -1.17786 -0.58681 4.46983
C -2.26951 -1.64258 4.62297
O -2.67829 -2.23784 3.43381
P -1.69954 -2.64765 2.17690
O -0.97145 -1.49237 1.50298
O -0.72290 -3.78938 2.86190
C -1.33352 -4.93108 3.42938
C -0.60961 -5.21183 4.75371
O -2.60519 -3.61385 1.16230
C -3.60681 -3.24609 0.20367
C -5.02315 -3.15586 0.87476
H -1.53334 0.22506 3.83532
H -0.91157 -0.15956 5.43661
H -0.36836 -0.95523 3.83970
H -1.76943 -2.50513 5.06347
H -3.07576 -1.29161 5.26708
H -2.40724 -4.81483 3.57674
H -1.15476 -5.84390 2.86113
H -1.30175 -5.76104 5.39200
H 0.34194 -5.74143 4.70714
H -0.35875 -4.20536 5.08866
H -3.29242 -2.29377 -0.22333
H -3.53761 -3.91425 -0.65475
H -5.69763 -2.41774 0.44074
H -5.76178 -3.94224 0.71943
H -4.87547 -2.80710 1.89685
*
```

3.
The following is a DFT calculation (ωB97M-V/def2-TZVPD) of C7H6O6Tl as an isolated structure.

```
! RIJCOSX wB97M-V def2-TZVPD def2/J DEFGRID3
* xyz -1 1
O 1.11363 -6.28975 2.88911
C 1.17788 -5.04455 2.62380
C 0.16862 -4.10848 2.68792
C 0.40918 -2.72672 2.27028
C -0.44099 -1.73487 2.17230
O -1.32426 -0.93730 2.08888
H 2.18172 -4.62510 2.36097
H -0.84402 -4.40585 2.97788
H 1.40405 -2.45134 1.89467
C -0.38964 2.36533 -1.64375
C -0.18496 2.74989 -3.11987
O 0.42950 4.03742 -3.10559
C 0.31855 4.58986 -1.88757
O -0.18654 3.75245 -1.01260
O 0.58265 5.74973 -1.67874
O -1.54072 1.85431 -1.32770
H -1.15728 2.81831 -3.62838
H 0.46802 2.04893 -3.65108
Tl -2.67776 0.55920 0.32660
H 0.49237 1.79851 -1.23713
*
```

4.
The following is a DFT calculation (ωB97M-V/def2-TZVPD) of C38H30Br2ILuN8O4S2 as an isolated structure.

## Properties
Relative energy (zero: lowest compared OMol25 entry of this formula, charge and spin) in kcal per mole: 0.00

```
! RIJCOSX wB97M-V def2-TZVPD def2/J DEFGRID3
* xyz 0 1
Lu 0.20422 0.02903 -0.47339
C -2.99884 -3.18089 0.37301
C -3.25791 -1.96438 1.20669
N -4.10335 -2.05946 2.20949
C -4.32975 -0.98177 2.98090
C -3.76077 0.25193 2.76380
C -4.04497 1.37320 3.72546
O -2.96199 1.62494 4.61740
C -2.86992 0.38398 1.67258
C -2.29904 1.69535 1.36973
N -1.37581 1.98834 0.52331
C -0.90125 3.33226 0.61350
C -0.71528 3.93150 1.85712
C -0.19283 5.20918 1.96464
C 0.16831 5.91004 0.82688
C 0.00894 5.32496 -0.42047
C -0.51617 4.04511 -0.52182
I -0.67169 3.18539 -2.38472
C -2.57057 -0.75104 0.91093
O -1.72167 -0.70962 -0.06843
H -3.85563 -3.84849 0.43201
H -2.12337 -3.71901 0.74673
H -2.78775 -2.91560 -0.66279
H -5.00582 -1.12359 3.81592
H -4.88586 1.09423 4.35965
H -4.33080 2.29563 3.20369
H -2.13593 1.62325 4.12651
H -2.71722 2.51026 1.96521
H -0.90548 3.36516 2.75692
H -0.03636 5.63686 2.94520
H 0.59030 6.90323 0.90325
H 0.30030 5.85525 -1.31609
C 5.99129 -1.17313 -0.80938
S 5.11465 -0.65666 -2.29046
C 3.39453 -0.65731 -1.85010
S 2.83506 -1.10232 -0.31391
N 2.71949 -0.29233 -2.91499
N 1.35041 -0.22885 -2.71661
C 0.69748 -0.22805 -3.82079
C -0.76865 -0.15131 -3.82701
C -1.47324 -0.20599 -5.02243
C -2.85502 -0.09535 -4.97753
C -3.47021 0.06369 -3.74836
C -2.68611 0.09865 -2.60341
N -1.36254 -0.01003 -2.63644
H 6.40288 -2.17184 -0.93780
H 5.31749 -1.16463 0.04388
H 6.79880 -0.46650 -0.62399
H 1.24225 -0.30201 -4.75996
H -0.94497 -0.32613 -5.95791
H -3.43624 -0.13016 -5.88892
H -4.54312 0.16148 -3.66595
H -3.12155 0.21634 -1.62151
Br 1.21587 -4.96856 4.93704
C 0.84498 -3.75004 3.55153
C 0.42688 -2.46691 3.84268
C 0.19565 -1.61356 2.77686
N 0.32166 -1.97196 1.50030
C 0.68812 -3.22470 1.23445
C 0.97930 -4.14789 2.23531
C 0.67990 -3.63107 -0.20592
C 1.07208 -4.91170 -0.58581
C 0.96434 -5.27467 -1.91348
Br 1.50052 -6.99199 -2.46346
C 0.44969 -4.37721 -2.82819
C 0.10514 -3.12392 -2.35306
N 0.23108 -2.73475 -1.08902
H 0.29526 -2.12646 4.85847
H -0.08174 -0.58409 2.95140
H 1.28355 -5.15652 2.01036
H 1.46198 -5.61930 0.12709
H 0.32848 -4.62864 -3.87122
H -0.30142 -2.39636 -3.03939
O 1.55983 2.16928 2.99196
C 1.52311 1.72205 1.85824
O 0.82603 0.72263 1.45557
C 2.31391 2.37156 0.74251
C 3.27980 3.32256 1.02162
C 4.00330 3.85724 -0.02982
C 3.72623 3.43032 -1.31708
C 2.72162 2.49360 -1.50775
N 2.02531 1.96950 -0.50001
H 3.43971 3.60597 2.05213
H 4.77656 4.59367 0.14716
H 4.27294 3.80459 -2.17060
H 2.47155 2.14452 -2.49915
*
```

| no. | largest force on an atom (eV/A) | E_HOMO (eV) | orbital gap (eV) |
| --- | --- | --- | --- |
| 1 | 3.872 | -14.905 | 5.62 |
| 2 | 4.177 | -8.344 | 8.94 |
| 3 | 1.542 | -2.936 | 4.66 |
| 4 | 0.915 | -7.850 | 7.09 |